[1]
The following is a quantum chemistry calculation of a cluster of 2 separate species, C4H6O in total in a non-equilibrium geometry, from the OMol25 dataset.

Geometry (Å):
O1 1.150 0.357 2.354
C1 0.266 0.468 1.595
C2 -0.935 0.801 1.085
C3 -0.224 -0.365 -1.367
C4 0.977 -0.759 -0.848
H1 -1.090 1.829 0.756
H2 -1.773 0.131 1.278
H3 -0.294 0.548 -1.964
H4 -1.066 -1.061 -1.416
H5 1.886 -0.178 -1.026
H6 1.104 -1.769 -0.448

## Properties
**SMILES**: C=C=O.C=C
**Net charge**: 0
**Relative energy (zero: lowest compared OMol25 entry of this formula, charge and spin)**: 50.49 kcal/mol
**Orbital gap**: 0.3312 Ha
**Strongest force on any atom**: 3.68 eV Å⁻¹
**Molar mass**: 70.1 Da
**Electronic energy**: -231.14326 hartree
**HOMO level**: -0.302 hartree

***

[2]
The following is a quantum chemistry calculation of a cluster of 2 separate species, C4H6O in total in a non-equilibrium geometry, from the OMol25 dataset.

Geometry (Å):
C1 -1.363 -0.442 0.271
C2 -0.175 -0.425 -0.516
C3 0.956 0.045 -0.109
C4 2.276 0.264 -0.005
H1 -1.778 1.592 0.656
H2 -1.217 -0.071 1.344
H3 -1.972 -1.501 0.285
H4 -0.492 -0.765 -1.407
H5 3.142 -0.538 0.227
H6 2.807 1.239 -0.391
O1 -2.184 0.604 -0.354

## Properties
**Net charge**: 0
**Relative energy (zero: lowest compared OMol25 entry of this formula, charge and spin)**: 128.83 kcal/mol
**Orbital gap**: 0.3291 Ha
**Strongest force on any atom**: 6.13 eV Å⁻¹
**Molar mass**: 70.1 Da
**Electronic energy**: -231.01842 hartree
**HOMO level**: -0.345 hartree

***

[3]
The following is a quantum chemistry calculation of an isolated molecule of C4H6O in a non-equilibrium geometry, from the OMol25 dataset.

Geometry (Å):
C1 0.107 1.066 -0.597
C2 0.971 0.572 0.566
C3 0.077 -0.677 1.071
C4 -0.704 -0.971 0.062
H1 0.590 1.423 -1.627
H2 -0.885 1.831 -0.215
H3 0.964 1.362 1.353
H4 1.991 0.317 0.415
H5 0.335 -1.281 1.973
H6 -1.582 -1.738 -0.035
O1 -0.515 -0.232 -1.059

## Properties
**SMILES**: C1=COCC1
**Net charge**: 0
**Relative energy (zero: lowest compared OMol25 entry of this formula, charge and spin)**: 36.54 kcal/mol
**Orbital gap**: 0.3599 Ha
**Strongest force on any atom**: 4.05 eV Å⁻¹
**Molar mass**: 70.1 Da
**Electronic energy**: -231.16549 hartree
**HOMO level**: -0.320 hartree

***

[4]
The following is a quantum chemistry calculation of a cluster of 2 separate species, C4H6O in total in a non-equilibrium geometry, from the OMol25 dataset.

Geometry (Å):
C1 -0.105 -1.324 0.050
O1 -1.183 -0.459 -0.359
C2 -0.753 0.815 -0.443
C3 0.692 0.820 -0.216
C4 1.094 -0.424 0.061
H1 -0.329 -1.769 1.031
H2 -0.044 -2.137 -0.685
H3 -1.311 1.862 0.869
H4 -1.450 1.663 -0.333
H5 1.291 1.719 -0.260
H6 2.099 -0.765 0.286

## Properties
**Net charge**: 0
**Relative energy (zero: lowest compared OMol25 entry of this formula, charge and spin)**: 88.00 kcal/mol
**Orbital gap (alpha / beta)**: 0.2953 / 0.2953 Ha
**Strongest force on any atom**: 1.55 eV Å⁻¹
**Molar mass**: 70.1 Da
**Electronic energy**: -231.08348 hartree
**HOMO level (alpha / beta)**: -0.280 / -0.280 hartree

***

[5]
The following is a quantum chemistry calculation of an isolated molecule of C4H6O, from the OMol25 dataset.

Geometry (Å):
C1 0.952 -0.329 0.312
C2 0.325 0.414 -0.915
C3 -1.045 0.243 -0.265
O1 -1.268 -1.135 0.087
C4 -0.449 -0.335 0.925
H1 1.689 0.229 0.902
H2 1.368 -1.321 0.103
H3 0.623 1.469 -0.874
H4 0.493 -0.015 -1.905
H5 -1.956 0.844 -0.302
H6 -0.732 -0.064 1.932

## Properties
**SMILES**: C1C[C@H]2O[C@@H]12
**Net charge**: 0
**Relative energy (zero: lowest compared OMol25 entry of this formula, charge and spin)**: 35.16 kcal/mol
**Orbital gap**: 0.4117 Ha
**Strongest force on any atom**: 0.65 eV Å⁻¹
**Molar mass**: 70.1 Da
**Electronic energy**: -231.16768 hartree
**HOMO level**: -0.367 hartree

***

[6]
The following is a quantum chemistry calculation of a structure of composition C4H6O, from the OMol25 dataset.

Geometry (Å):
O1 2.299 0.658 -0.717
C1 1.228 0.249 -0.318
C2 -0.162 0.167 -1.019
C3 -0.696 -0.387 0.314
C4 0.693 -0.351 0.864
H1 -0.620 1.094 -1.370
H2 -0.205 -0.585 -1.814
H3 -1.387 -1.231 0.433
H4 -1.566 0.621 0.672
H5 1.074 -0.726 1.805
H6 -0.713 0.524 1.150

## Properties
**Net charge**: 0
**Relative energy (zero: lowest compared OMol25 entry of this formula, charge and spin)**: 103.76 kcal/mol
**Orbital gap**: 0.3069 Ha
**Strongest force on any atom**: 0.53 eV Å⁻¹
**Molar mass**: 70.1 Da
**Electronic energy**: -231.05836 hartree
**HOMO level**: -0.299 hartree

***

[7]
The following is a quantum chemistry calculation of a cluster of 2 separate species, C4H6O in total, from the OMol25 dataset.

Geometry (Å):
O1 -1.136 -1.384 0.711
C1 -1.361 -0.836 -0.344
C2 -1.048 0.605 -0.645
C3 1.685 -0.215 0.996
C4 2.675 0.423 0.749
H1 0.804 -0.784 1.223
H2 -1.841 -1.410 -1.161
H3 -1.987 1.157 -0.701
H4 -0.559 0.679 -1.624
H5 -0.418 1.041 0.135
H6 3.540 1.005 0.520

## Properties
**SMILES**: CC=O.C#C
**Net charge**: 0
**Relative energy (zero: lowest compared OMol25 entry of this formula, charge and spin)**: 42.96 kcal/mol
**Orbital gap**: 0.4125 Ha
**Strongest force on any atom**: 0.64 eV Å⁻¹
**Molar mass**: 70.1 Da
**Electronic energy**: -231.15526 hartree
**HOMO level**: -0.375 hartree

***

[8]
The following is a quantum chemistry calculation of a cluster of 2 separate species, C4H6O in total in a non-equilibrium geometry, from the OMol25 dataset.

Geometry (Å):
C1 0.015 -1.734 -0.822
O1 -0.491 -0.563 -0.244
C2 0.465 1.181 1.559
C3 -0.099 1.473 0.423
C4 -0.659 1.408 -0.704
H1 1.116 -1.765 -0.952
H2 -0.480 -1.958 -1.768
H3 -0.247 -2.567 -0.132
H4 -0.187 1.109 2.417
H5 1.547 1.184 1.575
H6 -0.980 2.233 -1.351

## Properties
**Net charge**: 0
**Relative energy (zero: lowest compared OMol25 entry of this formula, charge and spin)**: 132.59 kcal/mol
**Orbital gap (alpha / beta)**: 0.2988 / 0.2957 Ha
**Strongest force on any atom**: 1.52 eV Å⁻¹
**Molar mass**: 70.1 Da
**Electronic energy**: -231.01242 hartree
**HOMO level (alpha / beta)**: -0.332 / -0.326 hartree

***

[9]
The following is a quantum chemistry calculation of an isolated molecule of C4H6O in a non-equilibrium geometry, from the OMol25 dataset.

Geometry (Å):
C1 0.819 0.912 -0.164
C2 0.245 -0.377 0.350
C3 -1.192 -0.344 0.081
C4 -2.386 -0.279 -0.115
H1 1.872 0.946 0.131
H2 0.696 0.989 -1.251
H3 0.391 1.795 0.255
H4 0.397 -0.331 1.455
H5 1.775 -1.383 -0.237
H6 -3.419 -0.358 -0.301
O1 0.804 -1.569 -0.204

## Properties
**SMILES**: C#C[C@H](C)O
**Net charge**: 0
**Relative energy (zero: lowest compared OMol25 entry of this formula, charge and spin)**: 35.48 kcal/mol
**Orbital gap**: 0.3968 Ha
**Strongest force on any atom**: 2.05 eV Å⁻¹
**Molar mass**: 70.1 Da
**Electronic energy**: -231.16718 hartree
**HOMO level**: -0.365 hartree

***

[10]
The following is a quantum chemistry calculation of a structure of composition C4H6O, from the OMol25 dataset.

Geometry (Å):
C1 -1.582 0.257 0.179
O1 -0.361 0.254 0.898
C2 0.674 -0.468 0.328
C3 0.912 0.104 -1.583
C4 1.722 0.371 -0.637
H1 -1.469 0.716 -0.811
H2 -2.286 0.841 0.777
H3 -1.985 -0.760 0.050
H4 1.395 -0.678 1.118
H5 0.342 -1.435 -0.068
H6 2.638 0.797 -0.251

## Properties
**Net charge**: 0
**Relative energy (zero: lowest compared OMol25 entry of this formula, charge and spin)**: 92.27 kcal/mol
**Orbital gap**: 0.4074 Ha
**Strongest force on any atom**: 0.64 eV Å⁻¹
**Molar mass**: 70.1 Da
**Electronic energy**: -231.07668 hartree
**HOMO level**: -0.379 hartree